(A)
Formula: C2H3FN
Source: the Open Molecules 2025 dataset
Level of theory: the ωB97M-V functional and the def2-TZVPD basis

Bonds (Å) are listed after each position.
Geometry (Å):
1 N 0.87747 0.69374 0.14377  H2 1.043, H4 1.088, C5 1.407, H6 0.985
2 H 0.90793 1.27430 -0.72228  N1 1.043
3 F -2.68903 -2.60293 -0.48394  no bonds
4 H 0.77581 1.22177 1.08982  N1 1.088
5 C -0.33632 -0.00920 0.03607  N1 1.407, C7 1.186
6 H 1.68265 0.13813 0.25863  N1 0.985
7 C -1.21851 -0.71580 -0.32207  C5 1.186

Net charge: +1
HOMO (alpha / beta) (Ha): -0.6407 / -0.6412
Frontier orbital gap (alpha / beta) (eV): 7.6 / 7.6


(B)
Formula: C2H3FN
Source: the Open Molecules 2025 dataset
Level of theory: the ωB97M-V functional and the def2-TZVPD basis

Bonds (Å) are listed after each position.
Geometry (Å):
1 N -1.46562 0.11730 -0.12436  C4 1.146
2 H 1.42751 1.02725 0.04263  C6 1.098
3 H 1.36820 -0.48360 -0.92208  C6 1.100
4 C -0.34684 -0.01359 0.08897  N1 1.146, C6 1.393
5 F -3.46735 -0.08525 0.02546  no bonds
6 C 1.04419 -0.00113 0.01244  H2 1.098, H3 1.100, C4 1.393, H7 1.103
7 H 1.43992 -0.56098 0.87694  C6 1.103

Net charge: +1
HOMO (alpha / beta) (Ha): -0.7177 / -0.7178
Frontier orbital gap (alpha / beta) (eV): 7.2 / 7.2


Most stable of them? (B).


(A)
Formula: C3H3NOS2
Source: the Open Molecules 2025 dataset
Level of theory: the ωB97M-V functional and the def2-TZVPD basis

Bonds (Å) are listed after each position.
Geometry (Å):
1 S 2.87012 0.35975 -0.31429  C8 1.644
2 S 0.25340 1.91915 -0.15783  N5 1.784, C8 1.774
3 H 0.39794 -0.22648 1.45397  C10 1.260
4 C -1.66474 0.01247 -0.27742  N5 1.297, O6 1.363, H7 1.206
5 N -1.40978 1.27506 -0.12415  S2 1.784, C4 1.297
6 O -0.69218 -0.91273 -0.51283  C4 1.363, C10 1.448
7 H -2.71425 -0.51019 -0.56052  C4 1.206
8 C 1.23449 0.44154 -0.17599  S1 1.644, S2 1.774, C10 1.382
9 H 1.22886 -1.71950 0.40110  C10 1.312
10 C 0.49613 -0.63905 0.26794  H3 1.260, O6 1.448, C8 1.382, H9 1.312

HOMO (Ha): -0.3343
Frontier orbital gap (eV): 8.4


(B)
Formula: C3H3NOS2
Source: the Open Molecules 2025 dataset
Level of theory: the ωB97M-V functional and the def2-TZVPD basis

Bonds (Å) are listed after each position.
Geometry (Å):
1 O -0.52518 1.32169 -1.12773  C6 1.594
2 H 1.46580 0.84423 -0.37080  N8 0.997
3 C -1.21642 -0.74335 0.32580  C5 1.387, C6 1.400, S7 1.858
4 H 1.59942 -0.50402 0.87117  N8 1.065
5 C -2.58033 -0.99020 0.29029  C3 1.387, H9 1.009, S10 1.737
6 C -0.23837 0.18678 -0.04625  O1 1.594, C3 1.400, N8 1.332
7 S -0.72934 -2.19244 1.38094  C3 1.858, S10 2.032
8 N 1.06366 0.16136 0.23479  H2 0.997, H4 1.065, C6 1.332
9 H -3.42195 -0.62766 -0.13296  C5 1.009
10 S -2.74762 -2.40556 1.28266  C5 1.737, S7 2.032

HOMO (alpha / beta) (Ha): -0.3269 / -0.3270
Frontier orbital gap (alpha / beta) (eV): 8.2 / 8.2


Most stable of them? (A).